1.
Formula: C5H28N2O9
Source: the Open Molecules 2025 dataset
Level of theory: the ωB97M-V functional and the def2-TZVPD basis

Structure (ORCA input):
```
! wB97M-V def2-TZVPD RIJCOSX def2/J DEFGRID3
* xyz 0 1
N 0.450 2.718 -0.741
C 0.788 1.432 -1.170
N 1.363 0.621 -0.326
C 1.793 -0.666 -0.806
C 2.180 -1.594 0.378
C 1.080 -1.857 1.409
C -0.331 -1.913 0.837
O -0.473 -2.839 -0.231
H 0.441 2.910 0.264
H -0.264 3.205 -1.212
H 0.603 1.240 -2.253
H 0.990 -1.204 -1.419
H 2.699 -0.523 -1.464
H 3.037 -1.174 0.991
H 2.550 -2.544 -0.027
H 1.105 -1.038 2.194
H 1.310 -2.758 1.992
H -1.080 -2.269 1.565
H -0.659 -0.924 0.435
H 0.326 -3.161 -0.508
O -1.830 1.292 -1.591
H -1.792 0.318 -1.745
H -2.764 1.555 -1.815
O -1.698 -1.330 -2.071
H -1.076 -1.216 -2.778
H -1.393 -1.907 -1.439
O -1.846 1.441 1.084
H -1.686 1.374 0.125
H -0.993 1.734 1.444
O -1.005 -0.238 3.039
H -1.839 -0.593 3.361
H -1.313 0.291 2.318
O 3.792 2.058 0.707
H 2.881 2.427 0.605
H 3.683 1.170 0.542
O 0.572 1.840 2.152
H 1.033 1.215 1.602
H 0.321 1.410 2.990
O 0.104 -0.591 -3.923
H 0.319 -1.151 -4.661
H -0.289 0.170 -4.311
O -3.330 -0.786 1.445
H -3.293 -1.205 0.593
H -2.890 0.094 1.296
*
```

- Orbital gap: 9.07 eV
- LUMO: -0.146 eV
- Structure (SMILES): N/C=N/CCCCO.O.O.O.O.O.O.O.O
- Energy above the lowest of the compared OMol25 structures with the same formula, charge and spin: 2.765 eV

=====

2.
Formula: CHFeO3
Source: the Open Molecules 2025 dataset
Level of theory: the ωB97M-V functional and the def2-TZVPD basis

Structure (ORCA input):
```
! wB97M-V def2-TZVPD RIJCOSX def2/J DEFGRID3
* xyz 2 6
O -1.333 -0.443 0.369
C -0.279 0.311 0.236
O 0.141 0.207 -0.994
O 0.665 0.245 1.087
H -1.061 -1.188 -0.388
Fe 1.868 0.868 -0.311
*
```

- Orbital gap (spin up / spin down): 10.38 / 7.32 eV
- LUMO (spin up / spin down): -13.364 / -16.140 eV
- Energy above the lowest of the compared OMol25 structures with the same formula, charge and spin: 0.000 eV

=====

3.
Formula: C20H24ClN3O3S
Source: the Open Molecules 2025 dataset
Level of theory: the ωB97M-V functional and the def2-TZVPD basis

Structure (ORCA input):
```
! wB97M-V def2-TZVPD RIJCOSX def2/J DEFGRID3
* xyz 0 1
C -2.731 5.673 1.995
O -2.206 4.407 1.670
C -3.178 3.573 1.075
C -2.539 2.281 0.679
C -2.984 1.051 1.062
S -2.043 -0.212 0.400
C -1.022 0.907 -0.409
C 0.197 0.467 -1.141
O 1.280 0.915 -0.810
N 0.082 -0.557 -2.066
C 1.348 -1.223 -2.385
C 2.099 -0.498 -3.492
C 1.204 -0.344 -4.715
C -0.150 0.261 -4.355
N -0.967 0.335 -5.551
C -1.767 1.395 -5.838
O -1.888 2.352 -5.093
C -2.520 1.308 -7.136
C -2.077 0.561 -8.224
C -2.831 0.544 -9.385
C -4.014 1.257 -9.454
Cl -4.943 1.223 -10.924
C -4.477 2.020 -8.378
N -5.679 2.696 -8.432
C -3.696 2.031 -7.221
C -0.834 -0.545 -3.224
C -2.256 -0.080 -2.967
C -1.389 2.191 -0.153
H -1.928 6.255 2.440
H -3.100 6.192 1.102
H -3.554 5.590 2.715
H -4.005 3.387 1.773
H -3.599 4.073 0.191
H -3.813 0.829 1.715
H 1.944 -1.276 -1.478
H 1.100 -2.242 -2.700
H 2.401 0.482 -3.119
H 3.007 -1.047 -3.752
H 1.681 0.274 -5.478
H 1.030 -1.332 -5.165
H -0.026 1.288 -4.001
H -0.988 -0.463 -6.163
H -1.135 0.029 -8.198
H -2.503 -0.014 -10.251
H -5.786 3.451 -7.775
H -6.041 2.892 -9.350
H -4.005 2.618 -6.365
H -0.884 -1.591 -3.554
H -2.825 -0.203 -3.889
H -2.731 -0.684 -2.199
H -2.308 0.969 -2.685
H -0.852 3.046 -0.541
*
```

- Orbital gap: 9.12 eV
- LUMO: 0.607 eV
- Structure (SMILES): COCc1csc(C(=O)N2CCC[C@@H](NC(=O)c3ccc(Cl)c(N)c3)[C@@H]2C)c1
- Energy above the lowest of the compared OMol25 structures with the same formula, charge and spin: 0.148 eV

=====

4.
Formula: C34H42HfN5S3Sb
Source: the Open Molecules 2025 dataset
Level of theory: the ωB97M-V functional and the def2-TZVPD basis

Structure (ORCA input):
```
! wB97M-V def2-TZVPD RIJCOSX def2/J DEFGRID3
* xyz 2 1
Hf -13.959 -7.571 10.382
C -12.461 -10.132 11.455
N -12.693 -8.779 11.987
C -11.374 -8.124 12.220
C -10.793 -7.581 10.876
N -11.699 -6.495 10.419
C -11.473 -5.236 11.222
C -11.640 -6.224 8.970
C -11.141 -5.022 8.470
C -11.004 -4.819 7.081
C -11.367 -5.842 6.199
C -11.814 -7.038 6.713
C -12.048 -7.195 8.098
S -12.719 -8.786 8.594
C -13.414 -9.042 13.249
C -12.752 -9.466 14.375
C -13.441 -10.016 15.468
C -14.803 -10.223 15.361
C -15.472 -9.896 14.174
C -14.811 -9.183 13.203
S -15.750 -8.735 11.740
H -11.980 -10.681 12.286
H -11.873 -10.143 10.544
H -13.421 -10.612 11.212
H -10.655 -8.827 12.635
H -11.508 -7.320 12.963
H -10.700 -8.309 10.088
H -9.702 -7.236 11.048
H -10.527 -4.794 10.977
H -11.555 -5.484 12.233
H -12.249 -4.444 10.971
H -10.752 -4.216 9.073
H -10.586 -3.864 6.703
H -11.067 -5.808 5.196
H -12.019 -7.930 6.105
H -11.710 -9.320 14.448
H -12.909 -10.140 16.373
H -15.384 -10.725 16.148
H -16.572 -10.067 14.101
N -16.859 -7.888 7.158
C -16.447 -9.153 6.519
C -16.656 -9.296 5.177
C -16.190 -10.395 4.509
C -15.401 -11.286 5.177
C -15.196 -11.122 6.587
C -15.834 -10.108 7.234
S -15.841 -9.904 9.011
N -15.578 -8.223 9.078
C -16.099 -7.474 8.183
C -15.852 -6.037 8.350
C -16.476 -5.064 7.662
C -16.139 -3.698 7.765
C -15.095 -3.394 8.601
C -14.498 -4.447 9.328
N -14.882 -5.690 9.239
H -17.429 -7.313 6.651
H -17.270 -8.580 4.580
H -16.508 -10.561 3.500
H -14.947 -12.071 4.581
H -14.627 -11.919 7.036
H -17.171 -5.372 6.930
H -16.587 -3.013 7.001
H -14.839 -2.361 8.593
H -13.769 -4.213 10.044
C -12.899 -4.567 15.055
C -13.802 -4.008 13.924
Sb -14.834 -5.711 12.923
C -16.710 -4.782 12.237
C -16.898 -3.217 12.116
C -15.802 -6.536 14.626
C -16.445 -5.487 15.445
H -12.250 -3.841 15.586
H -12.196 -5.255 14.685
H -13.438 -5.076 15.863
H -13.262 -3.462 13.109
H -14.632 -3.436 14.341
H -17.485 -5.197 12.932
H -16.962 -5.182 11.286
H -16.830 -2.730 13.050
H -17.773 -2.984 11.557
H -16.070 -2.893 11.407
H -15.012 -7.086 15.214
H -16.526 -7.201 14.134
H -15.652 -4.969 16.078
H -17.238 -5.892 16.091
H -16.960 -4.663 14.902
*
```

- Orbital gap: 6.68 eV
- LUMO: -6.428 eV
- Energy above the lowest of the compared OMol25 structures with the same formula, charge and spin: 0.813 eV

=====

5.
Formula: C5H11NO
Source: the Open Molecules 2025 dataset
Level of theory: the ωB97M-V functional and the def2-TZVPD basis

Structure (ORCA input):
```
! wB97M-V def2-TZVPD RIJCOSX def2/J DEFGRID3
* xyz 0 1
C 1.166 2.301 0.811
O -0.153 1.750 0.990
N -0.423 1.045 -0.222
C -0.256 -0.645 0.005
C -1.566 -1.372 0.254
C 0.937 -1.311 -0.753
C 1.005 -1.027 0.709
H 1.750 1.664 0.211
H 1.533 2.216 1.831
H 1.063 3.269 0.402
H -1.394 1.311 -0.542
H -2.113 -1.179 1.301
H -1.484 -2.499 0.274
H -2.251 -1.099 -0.576
H 1.462 -0.709 -1.366
H 0.840 -2.388 -0.935
H 1.038 -1.766 1.421
H 1.553 -0.281 1.010
*
```

- Orbital gap: 9.93 eV
- LUMO: 1.067 eV
- Structure (SMILES): CONC1(C)CC1
- Energy above the lowest of the compared OMol25 structures with the same formula, charge and spin: 5.334 eV

=====

6.
Formula: C4H6N2
Source: the Open Molecules 2025 dataset
Level of theory: the ωB97M-V functional and the def2-TZVPD basis

Structure (ORCA input):
```
! wB97M-V def2-TZVPD RIJCOSX def2/J DEFGRID3
* xyz 0 1
C 1.280 0.867 0.654
N 0.168 0.069 0.183
C -0.847 0.501 -0.639
C -1.569 -0.619 -0.948
N -1.030 -1.726 -0.340
C 0.008 -1.275 0.320
H 1.961 1.098 -0.171
H 0.919 1.802 1.091
H 1.824 0.310 1.420
H -0.952 1.541 -0.917
H -2.448 -0.695 -1.573
H 0.686 -1.872 0.920
*
```

- Orbital gap: 9.66 eV
- LUMO: 0.869 eV
- Structure (SMILES): Cn1ccnc1
- Energy above the lowest of the compared OMol25 structures with the same formula, charge and spin: 0.328 eV

=====

7.
Formula: C4H8N2O
Source: the Open Molecules 2025 dataset
Level of theory: the ωB97M-V functional and the def2-TZVPD basis

Structure (ORCA input):
```
! wB97M-V def2-TZVPD RIJCOSX def2/J DEFGRID3
* xyz 0 1
C 1.113 -1.309 0.711
N -0.058 -0.879 0.126
C 0.028 0.459 -0.383
C -1.327 0.979 -0.824
O -1.816 0.333 -1.981
C 0.769 1.368 0.717
N 1.467 0.601 1.405
H 0.992 -2.158 1.398
H 1.962 -1.420 0.032
H 1.986 0.196 2.140
H -0.835 -0.964 0.776
H 0.723 0.480 -1.233
H -1.235 2.039 -1.064
H -2.039 0.894 0.017
H -1.730 -0.619 -1.838
*
```

- Orbital gap: 8.52 eV
- LUMO: 0.848 eV
- Energy above the lowest of the compared OMol25 structures with the same formula, charge and spin: 4.971 eV

=====

8.
Formula: C26H36BN6O5Ta
Source: the Open Molecules 2025 dataset
Level of theory: the ωB97M-V functional and the def2-TZVPD basis

Structure (ORCA input):
```
! wB97M-V def2-TZVPD RIJCOSX def2/J DEFGRID3
* xyz 2 1
Ta -0.430 0.075 0.053
O -0.472 3.693 1.654
C 0.173 2.839 1.158
O -0.398 1.947 0.243
C 1.632 2.512 1.390
C 2.252 2.013 0.082
C 3.766 1.950 0.153
C 3.997 0.737 1.083
C 2.577 0.295 1.388
O 1.865 0.574 0.116
C 1.868 1.273 2.339
C 0.575 0.680 2.849
O 0.059 0.858 3.895
O -0.019 -0.129 1.883
H 2.116 3.405 1.779
H 1.842 2.484 -0.798
H 4.187 1.782 -0.837
H 4.180 2.879 0.540
H 4.540 -0.059 0.578
H 4.537 0.988 1.994
H 2.465 -0.749 1.642
H 2.472 1.548 3.200
C 0.853 2.970 -2.928
C 1.376 1.538 -3.114
C 2.275 1.450 -4.348
C 0.224 0.589 -3.209
C -0.389 0.168 -4.372
C -1.405 -0.682 -3.974
N -1.416 -0.763 -2.651
N -0.411 0.034 -2.133
B -2.288 -1.702 -1.796
N -3.109 -0.854 -0.801
C -4.416 -0.727 -0.628
C -4.666 0.129 0.439
C -3.432 0.513 0.922
N -2.471 -0.083 0.141
C -3.113 1.333 2.131
C -3.999 2.575 2.205
C -3.261 0.451 3.380
N -1.337 -2.603 -0.986
C -1.348 -3.928 -0.907
C -0.375 -4.340 -0.012
C 0.221 -3.181 0.451
N -0.367 -2.102 -0.142
C 1.384 -3.084 1.387
C 1.447 -4.286 2.329
C 2.682 -2.963 0.573
H 1.682 3.666 -2.788
H 0.165 3.060 -2.084
H 0.312 3.284 -3.821
H 1.976 1.228 -2.258
H 1.755 1.797 -5.241
H 2.625 0.432 -4.522
H 3.144 2.092 -4.211
H -0.121 0.430 -5.380
H -2.120 -1.242 -4.556
H -3.011 -2.349 -2.483
H -5.101 -1.257 -1.273
H -5.628 0.420 0.822
H -2.076 1.664 2.067
H -5.049 2.302 2.315
H -3.891 3.199 1.318
H -3.719 3.168 3.075
H -4.295 0.126 3.496
H -2.977 1.021 4.263
H -2.622 -0.431 3.329
H -2.052 -4.500 -1.490
H -0.137 -5.350 0.266
H 1.234 -2.195 2.002
H 1.650 -5.206 1.779
H 0.520 -4.410 2.887
H 2.258 -4.151 3.044
H 2.848 -3.879 0.006
H 3.538 -2.827 1.236
H 2.650 -2.136 -0.141
*
```

- Orbital gap: 7.73 eV
- LUMO: -7.609 eV
- Energy above the lowest of the compared OMol25 structures with the same formula, charge and spin: 0.000 eV

=====

9.
Formula: C53H62BI3NS
Source: the Open Molecules 2025 dataset
Level of theory: the ωB97M-V functional and the def2-TZVPD basis

Structure (ORCA input):
```
! wB97M-V def2-TZVPD RIJCOSX def2/J DEFGRID3
* xyz -1 1
C 5.737 3.349 6.767
C 4.941 2.120 6.461
I 3.603 1.698 8.051
C 5.011 1.344 5.401
I 6.593 2.039 4.057
B 4.215 0.000 4.930
C 3.966 0.193 3.268
C 3.327 1.493 2.922
N 2.106 1.780 3.062
C 5.108 -1.421 5.071
C 6.630 -1.341 5.278
C 7.394 -1.448 3.943
S 8.511 -2.911 3.879
C 2.752 -0.350 5.588
C 2.041 -1.596 5.005
C 0.625 -1.306 4.480
I 0.415 -1.465 2.343
H 5.391 3.815 7.683
H 6.777 3.080 6.902
H 5.620 4.076 5.980
H 3.299 -0.569 2.857
H 4.891 0.074 2.712
H 3.988 2.241 2.493
H 1.630 0.969 3.462
H 4.904 -2.028 4.194
H 4.689 -1.981 5.909
H 6.933 -2.229 5.823
H 6.980 -0.498 5.865
H 6.714 -1.546 3.116
H 8.046 -0.604 3.784
H 7.903 -3.729 3.007
H 2.077 0.503 5.566
H 2.940 -0.656 6.607
H 1.893 -2.347 5.771
H 2.598 -2.089 4.216
H 0.267 -0.356 4.838
H -0.064 -2.038 4.872
C -4.725 -0.898 -0.707
C -3.917 -1.701 0.088
C -2.934 -1.127 0.882
C -2.766 0.251 0.891
C -3.576 1.054 0.099
C -4.552 0.480 -0.704
H -5.490 -1.345 -1.332
H -4.052 -2.776 0.086
H -2.289 -1.745 1.498
H -1.999 0.697 1.512
H -3.444 2.129 0.104
H -5.179 1.106 -1.327
C 0.072 -0.098 -4.173
C -1.019 0.045 -3.327
C -1.026 -0.584 -2.090
C 0.062 -1.349 -1.694
C 1.154 -1.492 -2.541
C 1.158 -0.869 -3.781
H 0.077 0.392 -5.140
H -1.866 0.648 -3.629
H -1.879 -0.477 -1.434
H 0.062 -1.835 -0.726
H 2.003 -2.087 -2.231
H 2.009 -0.983 -4.443
C -7.976 -1.869 2.293
C -9.260 -2.270 2.634
C -9.997 -3.058 1.760
C -9.446 -3.452 0.549
C -8.161 -3.053 0.210
C -7.426 -2.259 1.079
H -7.402 -1.252 2.972
H -9.688 -1.968 3.582
H -11.001 -3.366 2.024
H -10.019 -4.070 -0.131
H -7.730 -3.362 -0.735
H -6.427 -1.944 0.813
C -0.019 -3.278 -6.947
C -0.834 -2.194 -6.652
C -1.371 -1.430 -7.679
C -1.097 -1.753 -9.001
C -0.283 -2.838 -9.295
C 0.258 -3.599 -8.269
H 0.403 -3.870 -6.145
H -1.050 -1.946 -5.623
H -2.002 -0.580 -7.448
H -1.515 -1.156 -9.802
H -0.068 -3.089 -10.326
H 0.898 -4.442 -8.499
C -1.131 3.651 -1.825
C -1.754 4.654 -1.095
C -2.026 5.879 -1.687
C -1.683 6.100 -3.014
C -1.062 5.097 -3.745
C -0.783 3.874 -3.150
H -0.916 2.696 -1.361
H -2.025 4.480 -0.061
H -2.506 6.662 -1.115
H -1.898 7.054 -3.477
H -0.794 5.268 -4.780
H -0.294 3.092 -3.718
C -1.906 2.417 7.611
C -3.181 2.000 7.970
C -3.912 1.185 7.116
C -3.364 0.780 5.907
C -2.089 1.195 5.550
C -1.360 2.016 6.399
H -1.336 3.054 8.275
H -3.605 2.311 8.916
H -4.908 0.864 7.394
H -3.931 0.140 5.242
H -1.659 0.879 4.609
H -0.366 2.342 6.117
C 4.298 0.898 -8.755
C 3.021 0.458 -8.434
C 2.335 -0.379 -9.304
C 2.930 -0.780 -10.492
C 4.208 -0.342 -10.812
C 4.890 0.500 -9.945
H 4.831 1.552 -8.077
H 2.560 0.766 -7.505
H 1.339 -0.717 -9.057
H 2.397 -1.437 -11.168
H 4.673 -0.658 -11.738
H 5.885 0.845 -10.196
*
```

- Orbital gap: 7.30 eV
- LUMO: 1.944 eV

=====

10.
Formula: C3H7IN2
Source: the Open Molecules 2025 dataset
Level of theory: the ωB97M-V functional and the def2-TZVPD basis

Structure (ORCA input):
```
! wB97M-V def2-TZVPD RIJCOSX def2/J DEFGRID3
* xyz 0 1
C 1.793 0.299 2.164
C -0.816 0.134 -1.837
C -0.760 -0.133 -0.315
N 1.169 0.375 1.065
N 0.229 0.771 0.326
I -1.814 1.341 2.590
H 2.745 -0.257 2.291
H 1.321 0.690 3.034
H -1.844 0.386 -2.052
H -0.102 0.951 -2.080
H -0.581 -0.802 -2.308
H -1.747 -0.054 0.179
H -0.379 -1.145 -0.119
*
```

- Orbital gap (spin up / spin down): 7.25 / 5.62 eV
- LUMO (spin up / spin down): -1.141 / -2.162 eV
- Energy above the lowest of the compared OMol25 structures with the same formula, charge and spin: 3.619 eV